{
  "formula": "C15H15N2O5Zr",
  "method": "ωB97M-V/def2-TZVPD",
  "homo_lumo_gap_ev": 5.295,
  "energy_ev": -30293.3120,
  "total_charge": 1,
  "elements": ["Zr", "O", "O", "O", "O", "O", "N", "N", "C", "C", "C", "C", "C", "C", "C", "C", "C", "C", "C", "C", "C", "C", "C", "H", "H", "H", "H", "H", "H", "H", "H", "H", "H", "H", "H", "H", "H", "H"],
  "positions_angstrom": [[0.127371, -0.091578, 0.473825], [-1.960095, 0.514866, -0.080103], [2.021284, 0.546457, 0.300193], [-0.237496, 0.579165, 2.389842], [3.530779, 2.217573, -0.016925], [-3.424571, 2.199467, -0.198451], [0.310825, -2.054095, -0.187540], [0.065855, 2.058022, -0.223448], [2.101471, -2.486676, 1.559348], [0.992890, -2.944712, 0.666652], [-0.542802, -4.105385, -0.507659], [-1.550485, -2.186822, -1.902990], [1.211244, 2.709890, -0.121050], [-0.637973, -2.813330, -0.895246], [-0.720746, -0.595006, 2.448404], [-1.178867, 4.070173, -0.178629], [1.236344, 4.099967, -0.081978], [-2.224604, 1.714368, -0.174111], [-1.289498, -1.103757, 3.694934], [-1.098920, 2.705103, -0.225931], [2.418852, 1.803814, 0.054557], [0.033280, 4.776717, -0.123287], [0.492021, -4.188193, 0.489439], [-2.279215, -0.641219, 3.800975], [-1.869383, -2.927890, -2.634402], [-1.121834, -4.923854, -0.909290], [2.187588, 4.608938, -0.002339], [-2.133907, 4.576496, -0.169024], [-2.458201, -1.764676, -1.466051], [-1.046296, -1.397644, -2.469839], [0.849063, -5.080362, 0.982085], [-1.409152, -2.182486, 3.677058], [2.577033, -3.351397, 2.018462], [-4.080093, 1.480534, -0.153425], [-0.685854, -0.778465, 4.545679], [0.017498, 5.857780, -0.085935], [2.874593, -1.935156, 1.024667], [1.772605, -1.860028, 2.398732]],
  "forces_ev_per_angstrom": [[-0.3589, -2.0068, -0.4589], [-0.1706, -0.0662, -0.0498], [0.5261, 0.7833, 0.0116], [-0.0561, 0.4858, 1.2495], [0.1765, -0.0269, 0.0530], [-0.1191, -0.1230, -0.0719], [-0.0136, -0.1005, -0.1520], [0.0713, 0.2724, 0.1002], [0.0858, -0.0151, 0.0496], [-0.1468, 0.4243, -0.2091], [0.2009, -0.4375, 0.2590], [0.0544, 0.0204, -0.0903], [-0.0324, 0.1755, -0.0062], [0.1874, 0.4640, 0.0882], [0.3944, 0.2116, -0.5890], [0.1262, 0.3678, -0.0446], [0.1133, -0.0289, -0.0853], [0.4470, 0.6704, -0.0855], [-0.0621, 0.0469, 0.2643], [-0.3930, -0.3965, -0.0691], [-0.3345, -0.4324, 0.0246], [-0.2439, 0.0407, -0.0040], [-0.2791, -0.3900, -0.2512], [0.0127, -0.0448, 0.0205], [0.0088, -0.0303, 0.0329], [0.0333, 0.0207, 0.0446], [-0.0147, -0.0032, -0.0117], [0.0192, 0.0014, -0.0040], [0.0007, 0.0093, 0.0780], [0.0395, 0.0219, 0.0124], [-0.0478, 0.0157, -0.0299], [-0.0031, -0.0073, -0.0242], [-0.0153, -0.0287, -0.0085], [-0.0730, 0.0371, 0.0095], [-0.0460, -0.0042, 0.0303], [-0.0014, -0.0098, 0.0051], [0.0031, 0.0144, -0.0797], [-0.0893, 0.0683, -0.0086]],
  "nbo_charge": [2.320, -0.651, -0.809, -0.678, -0.489, -0.589, -0.759, -0.518, -0.657, 0.114, -0.276, -0.646, 0.144, 0.118, 0.241, -0.158, -0.157, 0.836, -0.745, 0.066, 0.761, -0.119, -0.264, 0.269, 0.249, 0.228, 0.273, 0.261, 0.207, 0.205, 0.227, 0.259, 0.254, 0.531, 0.258, 0.254, 0.240, 0.197]
}